{"formula": "C26H66BN2O19S2", "method": "the ωB97M-V functional and the def2-TZVPD basis", "symbols": ["C", "B", "O", "S", "O", "O", "N", "S", "O", "O", "C", "O", "N", "O", "H", "H", "H", "H", "H", "H", "C", "O", "C", "C", "O", "C", "H", "H", "H", "H", "H", "H", "H", "H", "H", "H", "C", "O", "C", "C", "O", "C", "H", "H", "H", "H", "H", "H", "H", "H", "H", "H", "C", "O", "C", "C", "O", "C", "H", "H", "H", "H", "H", "H", "H", "H", "H", "H", "C", "O", "C", "C", "O", "C", "H", "H", "H", "H", "H", "H", "H", "H", "H", "H", "C", "O", "C", "C", "O", "C", "H", "H", "H", "H", "H", "H", "H", "H", "H", "H", "C", "O", "C", "C", "O", "C", "H", "H", "H", "H", "H", "H", "H", "H", "H", "H"], "xyz": [[1.477, -1.819, -2.303], [1.695, -2.493, -3.725], [2.550, -1.923, -4.653], [0.747, -4.091, -4.089], [-0.686, -3.632, -4.107], [1.108, -4.655, -5.414], [0.859, -5.169, -2.816], [2.357, -5.886, -2.787], [3.456, -5.121, -3.434], [2.366, -7.298, -3.262], [2.706, -5.933, -0.970], [3.887, -6.645, -0.674], [4.991, -5.797, -0.685], [5.771, -6.187, -1.468], [2.322, -1.960, -1.619], [0.573, -2.264, -1.876], [1.366, -0.741, -2.483], [2.191, -1.976, -5.538], [2.680, -4.922, -0.548], [1.859, -6.465, -0.524], [-3.880, 1.850, -0.621], [-3.539, 1.984, -1.991], [-2.197, 2.411, -2.182], [-1.294, 1.255, -2.569], [-1.147, 0.336, -1.498], [-1.939, -0.834, -1.679], [-4.838, 1.334, -0.561], [-3.136, 1.268, -0.072], [-3.987, 2.839, -0.162], [-1.818, 2.911, -1.285], [-2.207, 3.140, -2.998], [-0.297, 1.651, -2.790], [-1.664, 0.754, -3.467], [-1.509, -1.463, -2.464], [-2.973, -0.586, -1.933], [-1.936, -1.394, -0.744], [-1.767, 1.055, 4.925], [-1.047, 2.076, 4.253], [0.340, 1.788, 4.141], [0.693, 1.294, 2.751], [0.120, 0.024, 2.492], [-1.037, 0.105, 1.669], [-2.830, 1.247, 4.794], [-1.538, 0.065, 4.522], [-1.541, 1.077, 5.997], [0.648, 1.060, 4.898], [0.878, 2.723, 4.331], [1.780, 1.173, 2.688], [0.390, 2.022, 1.994], [-0.755, 0.341, 0.640], [-1.742, 0.854, 2.041], [-1.527, -0.869, 1.683], [-7.699, 7.614, -0.907], [-6.361, 7.799, -1.335], [-5.413, 7.276, -0.413], [-4.865, 5.941, -0.879], [-5.865, 4.933, -0.857], [-6.374, 4.645, -2.150], [-8.354, 7.852, -1.744], [-7.886, 6.583, -0.597], [-7.928, 8.294, -0.079], [-5.852, 7.185, 0.585], [-4.591, 7.996, -0.358], [-4.078, 5.626, -0.186], [-4.421, 6.030, -1.874], [-5.632, 4.090, -2.733], [-6.657, 5.555, -2.685], [-7.259, 4.021, -2.029], [-5.802, 0.736, 5.951], [-4.724, 1.459, 6.522], [-5.019, 2.838, 6.692], [-5.354, 3.157, 8.137], [-6.579, 2.554, 8.533], [-6.385, 1.390, 9.317], [-5.578, -0.326, 6.040], [-6.744, 0.940, 6.466], [-5.904, 0.984, 4.890], [-5.834, 3.146, 6.030], [-4.122, 3.395, 6.407], [-5.484, 4.240, 8.235], [-4.538, 2.854, 8.798], [-6.036, 1.661, 10.319], [-5.672, 0.705, 8.853], [-7.346, 0.884, 9.408], [1.722, 1.474, -7.678], [2.709, 0.643, -7.096], [3.849, 0.479, -7.929], [5.003, 1.345, -7.458], [4.720, 2.728, -7.629], [4.352, 3.361, -6.417], [0.988, 1.710, -6.908], [2.149, 2.408, -8.054], [1.216, 0.948, -8.494], [3.604, 0.697, -8.972], [4.148, -0.571, -7.862], [5.882, 1.118, -8.070], [5.250, 1.122, -6.417], [5.227, 3.479, -5.769], [3.578, 2.800, -5.887], [3.962, 4.350, -6.660], [8.491, -5.531, 1.043], [7.662, -5.594, 2.193], [7.034, -6.858, 2.349], [7.728, -7.692, 3.410], [9.035, -8.075, 3.002], [10.046, -7.293, 3.611], [9.083, -4.619, 1.106], [9.169, -6.386, 0.986], [7.879, -5.489, 0.137], [6.998, -7.395, 1.397], [6.005, -6.668, 2.668], [7.157, -8.614, 3.558], [7.757, -7.157, 4.363], [10.148, -7.561, 4.668], [9.837, -6.224, 3.522], [10.986, -7.508, 3.104]], "atomic_forces_ev_per_a": [[0.01, -0.42, -0.77], [1.48, 0.46, 0.40], [-1.41, 0.02, 1.06], [-2.86, -1.28, -1.92], [2.02, -0.12, 0.83], [0.31, 0.70, 1.87], [2.13, 0.47, -0.92], [0.86, -1.47, -2.31], [-1.50, -0.02, 1.39], [-0.60, 2.22, 1.48], [-1.20, 0.08, 0.24], [-1.00, -0.48, -0.25], [0.76, 0.39, -1.13], [0.24, 0.20, 0.83], [-0.11, -0.07, -0.17], [0.18, 0.31, 0.23], [-0.14, -0.17, 0.26], [0.29, -0.56, -0.59], [0.35, -0.02, -0.33], [0.23, -0.12, -0.15], [-0.08, 0.04, -0.03], [0.08, 0.02, 0.20], [-0.20, -0.15, -0.37], [0.34, 0.16, 0.34], [-0.35, 0.04, -0.26], [0.10, -0.19, -0.07], [-0.01, 0.04, -0.08], [0.03, 0.01, -0.03], [0.00, -0.02, 0.09], [0.02, -0.05, 0.03], [0.05, 0.03, -0.01], [-0.01, 0.03, -0.06], [-0.07, 0.00, 0.01], [-0.11, -0.06, -0.01], [0.01, 0.06, -0.01], [0.10, 0.05, 0.00], [-0.05, 0.08, -0.05], [0.04, -0.21, 0.07], [-0.14, 0.36, -0.26], [0.23, -0.39, 0.21], [-0.20, 0.18, 0.07], [0.10, -0.06, -0.09], [0.03, 0.08, 0.04], [0.06, 0.01, 0.01], [-0.03, -0.09, 0.02], [-0.01, -0.06, -0.04], [0.06, -0.01, 0.01], [0.01, 0.06, 0.00], [-0.06, 0.04, 0.02], [-0.09, 0.03, 0.10], [0.02, 0.01, 0.03], [0.09, -0.02, 0.05], [0.01, 0.07, -0.08], [-0.12, -0.14, 0.15], [0.18, 0.12, -0.39], [-0.08, -0.16, 0.46], [-0.05, 0.18, -0.20], [0.01, -0.14, 0.00], [0.06, 0.04, -0.01], [0.02, 0.00, 0.03], [-0.06, -0.05, 0.05], [-0.02, -0.06, 0.00], [0.03, -0.01, 0.04], [0.05, 0.04, -0.02], [-0.04, 0.05, -0.04], [-0.02, 0.01, -0.05], [0.02, 0.02, 0.01], [0.04, -0.02, 0.07], [0.10, -0.08, -0.03], [-0.31, 0.01, 0.04], [0.41, -0.12, 0.17], [-0.35, 0.24, -0.22], [0.17, -0.18, 0.05], [-0.11, 0.04, 0.00], [0.07, 0.04, 0.00], [0.00, 0.03, -0.01], [-0.09, 0.00, -0.01], [-0.05, 0.00, 0.05], [-0.01, 0.05, -0.01], [0.05, 0.01, 0.00], [0.03, -0.07, -0.03], [0.06, -0.07, 0.02], [0.03, 0.02, 0.02], [-0.02, 0.07, -0.01], [-0.05, -0.09, 0.09], [-0.03, 0.20, -0.18], [0.05, -0.20, 0.42], [0.03, 0.06, -0.45], [-0.10, -0.03, 0.21], [0.02, 0.06, -0.09], [0.03, -0.08, 0.02], [0.02, -0.01, -0.03], [-0.02, 0.07, -0.06], [0.02, 0.07, 0.00], [0.04, -0.01, -0.03], [0.01, -0.03, 0.02], [-0.08, -0.02, 0.03], [-0.04, -0.02, 0.09], [0.03, -0.03, 0.02], [0.05, -0.01, -0.06], [-0.07, 0.12, -0.04], [0.19, -0.17, -0.08], [-0.06, 0.30, 0.30], [-0.09, -0.33, -0.36], [0.06, 0.22, 0.14], [0.02, -0.10, -0.07], [-0.07, 0.02, 0.05], [-0.02, -0.03, 0.00], [0.06, -0.05, -0.04], [0.04, -0.04, 0.02], [-0.03, -0.06, -0.02], [-0.03, 0.02, 0.02], [0.02, 0.07, -0.02], [0.02, 0.09, 0.04], [-0.02, 0.01, 0.03], [-0.03, -0.06, -0.01]], "charge": -1}



{"formula": "C2HIN2O", "method": "the ωB97M-V functional and the def2-TZVPD basis", "symbols": ["N", "N", "O", "C", "C", "I", "H"], "xyz": [[-3.177, 0.376, 1.005], [-2.148, 0.656, 0.642], [-1.133, 0.968, 0.176], [1.147, -0.801, -1.136], [1.795, -0.455, -0.182], [2.765, -0.073, 1.564], [0.752, -0.672, -2.069]], "atomic_forces_ev_per_a": [[1.19, 0.18, -0.03], [-2.95, -0.60, 0.47], [1.71, 0.46, -0.41], [1.32, 0.83, 1.62], [0.27, -0.35, 1.02], [-0.45, -0.18, -0.83], [-1.07, -0.35, -1.83]]}



{"formula": "C21H25BrN4O3PSn", "method": "the ωB97M-V functional and the def2-TZVPD basis", "symbols": ["Sn", "Br", "C", "C", "C", "C", "O", "C", "C", "N", "C", "C", "C", "C", "C", "C", "C", "C", "N", "C", "C", "H", "H", "H", "H", "H", "H", "H", "H", "H", "H", "C", "O", "C", "O", "N", "N", "H", "H", "H", "H", "H", "H", "C", "P", "C", "C", "H", "H", "H", "H", "H", "H", "H", "H", "H"], "xyz": [[-0.654, 0.275, 0.298], [4.705, 0.583, 5.580], [3.215, 0.777, 4.475], [1.966, 1.087, 5.019], [0.857, 1.246, 4.200], [0.971, 1.131, 2.824], [-0.090, 1.392, 2.021], [2.215, 0.787, 2.278], [2.409, 0.648, 0.894], [1.488, 0.666, -0.054], [1.910, 0.586, -1.414], [3.165, 0.892, -1.876], [3.483, 0.758, -3.245], [2.545, 0.332, -4.140], [1.231, 0.053, -3.699], [0.198, -0.364, -4.565], [-1.063, -0.597, -4.069], [-1.295, -0.391, -2.710], [-0.339, 0.007, -1.872], [0.921, 0.207, -2.333], [3.340, 0.622, 3.127], [1.880, 1.204, 6.092], [-0.115, 1.494, 4.607], [3.450, 0.508, 0.602], [3.933, 1.259, -1.208], [4.484, 1.000, -3.576], [2.787, 0.217, -5.188], [0.410, -0.496, -5.619], [-1.874, -0.918, -4.707], [-2.282, -0.539, -2.290], [4.313, 0.378, 2.718], [-5.403, 1.272, -0.438], [-4.311, 2.254, -0.510], [-3.103, 1.867, -0.364], [-2.737, 0.672, -0.165], [-2.196, 2.845, -0.454], [-0.861, 2.511, -0.207], [-6.304, 1.872, -0.441], [-5.313, 0.701, 0.481], [-5.357, 0.634, -1.317], [-2.486, 3.813, -0.537], [-0.522, 2.978, 0.638], [-0.281, 2.789, -0.998], [-1.275, -3.566, -0.557], [-0.802, -2.361, 0.692], [-1.807, -2.629, 2.163], [0.920, -2.672, 1.141], [-1.161, -4.561, -0.119], [-0.630, -3.487, -1.432], [-2.315, -3.427, -0.855], [-1.605, -3.629, 2.554], [-2.867, -2.557, 1.915], [-1.569, -1.892, 2.930], [1.028, -3.702, 1.491], [1.227, -1.998, 1.943], [1.569, -2.532, 0.275]], "atomic_forces_ev_per_a": [[1.13, 0.62, 0.00], [0.10, -0.02, 0.15], [0.08, 0.01, 0.32], [-0.32, 0.04, -0.12], [-0.25, 0.18, 0.25], [-0.53, -0.27, -0.02], [-0.66, -1.03, -0.43], [0.32, -0.05, 0.01], [-0.12, -0.02, -0.45], [0.57, -0.29, 0.22], [0.37, 0.15, 0.33], [0.05, 0.02, -0.09], [-0.01, 0.01, 0.10], [0.02, -0.02, -0.07], [-0.02, 0.01, -0.12], [-0.01, -0.01, 0.04], [0.03, 0.03, 0.02], [0.03, 0.03, -0.05], [-0.85, -0.35, 0.10], [0.06, -0.02, -0.31], [-0.02, -0.03, -0.50], [-0.10, 0.01, -0.01], [0.06, 0.02, 0.13], [-0.10, -0.02, -0.17], [0.00, 0.01, -0.02], [0.00, 0.00, 0.00], [0.00, 0.01, 0.00], [-0.01, 0.00, 0.00], [0.00, 0.00, 0.00], [0.00, 0.00, 0.01], [-0.06, 0.00, -0.15], [-0.05, -0.01, 0.00], [-0.11, -0.16, -0.02], [-0.02, -0.01, 0.03], [0.19, -0.39, 0.45], [0.20, 0.32, -0.03], [-0.11, 0.40, -0.12], [0.00, 0.00, 0.00], [0.00, 0.02, 0.01], [0.00, 0.01, 0.00], [0.02, -0.02, 0.01], [0.00, -0.07, -0.01], [0.01, -0.01, -0.02], [-0.14, 0.42, -0.40], [0.27, 0.44, 0.95], [-0.09, 0.02, -0.04], [0.03, 0.00, -0.05], [0.04, 0.06, 0.11], [-0.01, -0.02, 0.00], [0.01, -0.04, 0.00], [0.00, 0.00, -0.02], [0.01, 0.01, 0.01], [0.03, -0.02, 0.00], [-0.06, -0.01, -0.03], [-0.01, -0.01, -0.01], [0.01, 0.01, 0.02]], "charge": 3}



{"formula": "C17H20F7NO18Si2", "method": "the ωB97M-V functional and the def2-TZVPD basis", "symbols": ["O", "C", "F", "N", "Si", "O", "Si", "C", "O", "F", "H", "H", "H", "H", "H", "C", "C", "O", "C", "O", "O", "F", "H", "H", "H", "C", "C", "O", "C", "O", "O", "F", "H", "H", "H", "C", "C", "O", "C", "O", "O", "F", "H", "H", "H", "C", "C", "O", "C", "O", "O", "F", "H", "H", "H", "C", "C", "O", "C", "O", "O", "F", "H", "H", "H"], "xyz": [[1.444, -4.063, -0.254], [1.228, -3.074, -0.792], [0.846, -3.124, -2.058], [1.322, -1.852, -0.073], [-0.219, -1.366, 0.714], [-1.038, -0.287, -0.292], [-2.405, -1.029, -1.026], [1.923, -0.818, -0.824], [1.838, -0.611, -1.948], [2.645, 0.019, -0.063], [0.136, -0.626, 1.931], [-0.958, -2.578, 1.060], [-2.337, -0.794, -2.474], [-2.421, -2.488, -0.797], [-3.598, -0.396, -0.439], [-2.074, 3.104, -2.130], [-3.515, 2.803, -2.442], [-4.210, 3.749, -1.653], [-3.381, 4.827, -1.531], [-3.727, 5.900, -1.167], [-2.110, 4.511, -1.888], [-3.858, 1.554, -2.035], [-1.727, 2.588, -1.232], [-1.406, 2.864, -2.955], [-3.787, 2.931, -3.492], [4.955, 1.915, -0.218], [4.498, 3.302, 0.141], [5.710, 4.031, 0.182], [6.558, 3.415, -0.697], [7.554, 3.897, -1.116], [6.100, 2.178, -1.032], [3.927, 3.332, 1.371], [5.256, 1.336, 0.657], [4.206, 1.358, -0.767], [3.821, 3.758, -0.585], [0.498, -7.545, 0.663], [0.450, -6.937, 2.037], [-0.157, -7.951, 2.814], [0.177, -9.136, 2.218], [0.071, -10.197, 2.730], [0.657, -8.933, 0.958], [-0.346, -5.836, 2.058], [-0.430, -7.393, 0.109], [1.329, -7.171, 0.067], [1.425, -6.693, 2.456], [5.406, -5.062, 2.147], [3.983, -5.486, 1.910], [3.245, -4.582, 2.707], [3.986, -3.433, 2.765], [3.567, -2.384, 3.117], [5.265, -3.656, 2.356], [3.760, -6.747, 2.366], [5.834, -5.523, 3.039], [6.054, -5.270, 1.298], [3.657, -5.407, 0.871], [-6.031, 8.190, -0.905], [-7.172, 8.419, 0.046], [-8.042, 9.249, -0.702], [-7.836, 8.934, -2.017], [-8.566, 9.234, -2.900], [-6.687, 8.225, -2.176], [-6.769, 9.092, 1.153], [-5.286, 8.987, -0.860], [-5.535, 7.236, -0.745], [-7.701, 7.512, 0.344]], "atomic_forces_ev_per_a": [[0.83, -3.88, 2.02], [-0.33, 1.75, -0.43], [-0.17, 1.23, -0.46], [-0.36, 0.68, -1.27], [0.18, 1.57, 0.78], [-0.34, -2.29, 0.31], [0.11, 0.94, -0.16], [-0.04, -0.06, 2.61], [-0.08, 0.33, -3.72], [-0.29, -0.37, 0.86], [0.12, 0.02, -0.15], [0.08, -0.20, -0.28], [0.05, 0.05, -0.05], [0.14, 0.04, 0.08], [0.03, -0.17, 0.03], [0.57, -0.09, -0.17], [-0.16, -0.29, 0.30], [0.36, 0.23, -0.38], [0.04, 0.36, 0.23], [0.03, -0.13, 0.05], [-0.44, -0.12, 0.01], [-0.12, 0.11, -0.10], [-0.20, -0.08, 0.00], [0.01, 0.23, 0.00], [-0.09, -0.15, 0.03], [-0.08, -0.47, -0.26], [0.09, 0.06, 0.56], [-0.16, -0.26, -0.53], [0.51, 0.05, -0.12], [-0.06, -0.04, 0.09], [-0.11, 0.40, 0.22], [-0.07, 0.10, -0.03], [-0.07, 0.19, 0.12], [0.20, 0.06, -0.22], [-0.08, 0.04, 0.13], [0.27, -0.04, -0.52], [-0.49, 0.38, 0.11], [0.51, -0.20, -0.36], [-0.13, -0.47, 0.08], [-0.05, 0.08, -0.06], [-0.13, 0.21, 0.38], [0.04, 0.05, 0.10], [-0.06, 0.11, 0.17], [0.06, -0.20, 0.03], [-0.11, 0.16, 0.06], [0.57, 0.00, -0.18], [-0.11, -0.26, 0.33], [0.35, 0.19, -0.42], [-0.02, 0.48, 0.25], [0.01, -0.10, -0.01], [-0.43, -0.20, 0.01], [-0.09, -0.06, -0.09], [-0.20, -0.09, 0.02], [-0.01, 0.24, -0.01], [-0.09, -0.16, 0.04], [0.50, -0.47, -0.04], [0.10, 0.51, 0.18], [0.08, -0.54, -0.22], [-0.11, 0.18, -0.44], [0.06, 0.03, 0.08], [-0.34, 0.17, 0.31], [-0.10, -0.04, 0.07], [-0.14, 0.09, 0.16], [-0.08, 0.02, -0.25], [0.01, 0.07, 0.15]]}



no.,DFT total energy (eV),HOMO-LUMO gap (eV)
1,-92253.077,7.7
2,-15214.001,9.9
3,-119424.011,5.9
4,-91078.408,11.0